A cluster of 10 separate species, C54H134N10O2 in total in a non-equilibrium geometry. Source: OMol25; level of theory: ωB97M-V/def2-TZVPD.

- Net charge: 0
- Energy relative to the best compared isomer or geometry (same formula, charge and spin): 1.491 eV
- HOMO-LUMO gap: 8.556 eV
- Lowest unoccupied orbital energy: 0.55 eV

Geometry as XYZ:
```
200
Properties=species:S:1:pos:R:3:forces:R:3:mulliken_charge:R:1
C 12.904491 -18.833305 -8.309859 0.2 0.1 0.1 -0.736
C 12.441084 -17.791217 -9.323084 0.1 -0.3 0.5 -0.550
N 11.435950 -16.911986 -8.747631 0.1 0.3 0.0 0.267
C 11.983331 -15.953852 -7.794517 -0.2 0.1 0.8 -0.512
C 12.990822 -14.926009 -8.310632 0.2 -0.3 -0.1 -0.741
C 10.600853 -16.258689 -9.736963 0.1 0.4 -0.5 -0.341
C 9.808071 -17.227167 -10.598969 -0.4 -0.2 0.1 -1.401
H 13.714832 -19.435426 -8.728584 -0.2 -0.2 -0.1 0.469
H 12.048144 -19.450127 -8.036659 0.1 -0.2 0.0 0.282
H 13.315883 -18.414821 -7.388794 -0.1 0.2 -0.1 -0.219
H 13.314232 -17.248900 -9.712491 -0.1 0.1 -0.2 0.263
H 11.976556 -18.345128 -10.136871 0.1 0.2 -0.2 0.400
H 11.149303 -15.421856 -7.321795 -0.1 0.0 -0.3 0.348
H 12.404780 -16.500612 -6.945006 0.2 -0.1 -0.2 -0.061
H 13.304769 -14.250549 -7.512723 -0.1 0.0 0.0 0.087
H 13.893568 -15.425909 -8.669062 0.0 0.1 -0.1 0.213
H 12.582863 -14.329819 -9.126472 0.0 0.0 0.0 0.361
H 11.164572 -15.612062 -10.439224 0.2 -0.1 0.2 0.258
H 9.945335 -15.556095 -9.216704 -0.1 -0.2 0.1 0.443
H 10.393269 -17.599040 -11.438547 0.0 0.0 0.0 0.351
H 8.917861 -16.739728 -11.000060 0.1 0.1 -0.1 0.407
H 9.450850 -18.081182 -10.018294 0.1 0.0 0.1 0.334
C 22.453609 -11.168030 -6.525455 -0.5 0.1 -0.5 -1.146
C 21.392730 -11.838463 -7.410092 -0.4 0.5 0.0 -0.382
N 20.738940 -12.957140 -6.769461 0.0 -0.3 0.5 0.412
C 19.600251 -13.467441 -7.499591 -0.4 -0.2 -0.3 -0.250
C 18.318604 -12.629381 -7.378513 0.8 -0.7 0.0 -1.345
C 21.627472 -14.028217 -6.342119 0.4 0.5 -0.5 0.383
C 22.328907 -14.768847 -7.471899 0.8 -0.5 -0.3 -1.437
H 23.452652 -11.439637 -6.858143 0.1 0.0 0.3 0.269
H 22.283255 -11.408169 -5.478604 0.1 -0.1 0.0 0.134
H 22.320559 -10.090125 -6.620670 0.3 0.0 0.0 0.443
H 20.597988 -11.111153 -7.600957 0.1 0.0 0.0 0.421
H 21.804930 -12.068426 -8.408765 0.1 -0.2 0.1 0.372
H 19.825251 -13.631369 -8.569688 0.1 0.1 0.0 0.227
H 19.359832 -14.460527 -7.106082 0.1 0.0 0.1 0.055
H 18.401466 -11.707015 -7.948606 -0.2 0.1 0.1 0.489
H 17.527925 -13.262451 -7.782528 -0.3 0.3 0.0 0.308
H 18.157888 -12.452650 -6.315362 -0.3 0.3 -0.1 0.302
H 21.091045 -14.667743 -5.640080 -0.1 -0.2 -0.2 -0.311
H 22.467027 -13.598267 -5.789547 -0.3 0.1 0.3 0.017
H 22.868409 -15.617522 -7.039546 0.0 0.0 -0.1 0.426
H 23.087711 -14.121100 -7.922422 0.0 0.0 0.1 0.358
H 21.772991 -15.139836 -8.334531 -0.6 0.0 0.4 0.296
C 12.571537 -12.393598 -0.967853 -0.4 -1.0 0.5 -1.483
C 13.510804 -12.465947 -2.152881 -0.3 0.5 -0.5 -0.497
N 12.935564 -13.182124 -3.283151 0.3 -0.6 0.9 0.453
C 11.718127 -12.631458 -3.812468 -0.7 0.5 -0.6 -0.480
C 11.053866 -13.518445 -4.868203 -0.2 -0.4 0.2 -1.235
C 13.896074 -13.586091 -4.273120 0.2 0.6 -1.7 -0.216
C 14.433955 -12.487863 -5.224539 -0.3 0.6 0.5 -1.335
H 11.701737 -11.754459 -1.102467 0.2 0.3 0.0 0.401
H 13.086801 -12.155257 -0.036550 0.1 0.4 -0.1 0.457
H 12.157721 -13.397276 -0.786130 0.0 0.1 -0.2 0.346
H 13.781015 -11.437128 -2.455890 0.2 -0.1 0.2 0.293
H 14.417919 -13.001517 -1.872293 0.1 0.1 0.0 0.431
H 10.977256 -12.509216 -3.020867 0.3 -0.1 0.2 0.521
H 11.846164 -11.614008 -4.237158 0.1 -0.1 0.1 0.291
H 11.461752 -13.437051 -5.875747 0.3 0.0 0.1 0.129
H 11.109615 -14.555363 -4.520157 0.1 0.0 -0.2 0.295
H 9.985717 -13.309924 -4.959045 0.1 0.3 0.1 0.484
H 13.405117 -14.332938 -4.902959 0.3 -0.3 0.1 -0.049
H 14.840519 -13.980289 -3.892776 -0.5 -0.5 0.8 0.240
H 15.073383 -12.965254 -5.965423 0.1 0.2 -0.1 0.286
H 14.990634 -11.750607 -4.636563 0.4 -0.2 -0.1 0.430
H 13.688457 -11.861041 -5.722367 -0.2 -0.5 -0.2 0.322
C 12.867592 -19.445845 -3.610330 -0.2 -0.1 0.9 -1.416
C 13.332218 -20.305098 -4.774764 1.2 0.6 -0.1 -0.074
N 13.247847 -21.720681 -4.539646 -0.9 -0.7 0.3 0.202
C 13.934565 -22.201738 -3.356631 0.1 0.5 0.0 -0.904
C 15.434248 -21.887351 -3.289943 0.0 -0.1 0.3 -0.654
C 13.339443 -22.570098 -5.709856 0.0 0.5 -0.3 -0.432
C 12.057539 -22.531591 -6.556483 0.4 -0.1 0.2 -1.072
H 12.218543 -20.029962 -2.951693 -0.2 0.1 -0.2 0.482
H 12.336025 -18.538407 -3.893691 0.0 -0.1 -0.3 0.385
H 13.695204 -19.121838 -2.972479 0.1 -0.1 -0.1 0.160
H 12.811534 -20.016023 -5.685140 -0.2 -0.3 0.0 -0.179
H 14.396109 -20.023273 -4.940272 -0.2 0.0 -0.3 0.519
H 13.776342 -23.274122 -3.245923 -0.1 0.0 -0.2 0.515
H 13.427504 -21.742287 -2.501594 0.2 -0.1 0.1 0.353
H 15.611064 -20.843588 -3.025577 0.0 0.0 -0.1 -0.130
H 15.951319 -22.089153 -4.229516 -0.1 -0.1 0.0 0.284
H 15.890129 -22.504449 -2.512153 0.1 0.1 0.0 0.495
H 14.177968 -22.250411 -6.354587 0.1 -0.2 0.0 0.245
H 13.550402 -23.582831 -5.372259 0.0 -0.1 0.0 0.510
H 12.022138 -23.395481 -7.221377 0.0 0.1 -0.1 0.432
H 11.176214 -22.562467 -5.917012 0.0 0.0 0.0 0.312
H 12.042992 -21.616860 -7.146766 -0.2 -0.1 -0.1 0.075
C 23.541921 -21.568968 -3.236196 0.0 0.6 0.1 -0.867
C 23.619760 -21.826561 -1.739291 0.3 0.0 0.3 -0.783
N 23.334533 -20.615447 -0.962177 0.0 -0.6 0.3 0.347
C 21.914041 -20.360634 -0.868601 -0.9 0.0 -0.6 -0.617
C 21.581673 -18.893918 -0.673906 0.3 0.7 0.7 -1.412
C 24.033161 -20.575575 0.337683 0.5 0.2 -0.9 -0.543
C 23.462897 -21.442074 1.443238 -0.4 0.5 0.5 -1.117
H 24.146616 -20.689811 -3.474861 0.2 -0.2 0.0 0.243
H 22.530100 -21.290318 -3.540880 0.0 -0.3 0.0 0.084
H 23.887101 -22.421225 -3.819206 -0.1 -0.1 0.0 0.474
H 22.987911 -22.687950 -1.463267 -0.1 0.1 0.0 0.271
H 24.635274 -22.116115 -1.455740 0.0 -0.1 -0.3 0.465
H 21.441159 -20.717976 -1.790463 0.2 0.3 -0.2 0.404
H 21.361081 -20.964982 -0.128714 0.4 0.0 0.3 0.322
H 20.520190 -18.669500 -0.771858 0.0 -0.2 -0.1 0.481
H 21.864573 -18.536567 0.325839 -0.1 -0.3 0.0 0.339
H 22.156148 -18.233177 -1.326505 -0.1 -0.3 -0.4 0.323
H 24.171245 -19.516578 0.570290 -0.4 -0.1 0.5 0.135
H 25.054665 -20.913681 0.133949 0.0 0.0 0.0 0.512
H 22.416612 -21.212231 1.655906 0.0 -0.1 -0.2 0.269
H 23.955156 -21.244788 2.398249 0.3 -0.2 -0.2 0.440
H 23.541842 -22.497238 1.186162 0.0 -0.1 0.1 0.268
C 23.793056 -22.449009 -7.761353 0.4 -0.2 -0.2 -1.514
C 23.170410 -21.327976 -6.964793 -0.2 0.5 0.4 0.172
N 21.939965 -20.815817 -7.559160 -0.1 0.2 -0.1 0.131
C 21.225715 -19.946095 -6.639838 -0.8 -0.1 0.7 -1.008
C 21.991573 -18.744539 -6.082604 0.6 -0.3 -0.2 -0.028
C 22.141957 -20.220080 -8.873542 -0.6 -0.2 -0.1 -0.073
C 20.831600 -19.886623 -9.584516 -0.2 0.4 0.1 -1.400
H 23.042836 -23.185879 -8.049748 -0.1 0.0 0.1 0.358
H 24.561894 -22.954766 -7.172769 -0.1 0.0 0.1 0.441
H 24.294872 -22.115548 -8.671093 -0.1 0.1 0.0 0.355
H 22.932638 -21.681741 -5.955165 -0.2 -0.1 -0.2 -0.073
H 23.873137 -20.499069 -6.770979 0.3 -0.2 -0.3 0.285
H 20.287007 -19.597559 -7.078188 0.2 0.0 -0.4 0.392
H 20.861123 -20.584061 -5.823758 0.3 0.1 0.1 0.300
H 22.516065 -18.242814 -6.900255 -0.1 0.2 0.1 0.119
H 21.369088 -18.015440 -5.566365 -0.2 -0.1 -0.1 -0.050
H 22.758638 -19.077854 -5.379586 0.0 0.1 0.0 0.000
H 22.652023 -20.968968 -9.476832 0.3 0.2 0.0 0.392
H 22.721476 -19.282643 -8.845203 0.3 -0.2 0.0 0.192
H 20.407896 -18.948776 -9.213635 0.1 0.0 -0.1 0.249
H 20.043522 -20.630629 -9.458796 0.3 -0.3 0.0 0.343
H 21.021625 -19.754906 -10.650375 0.0 0.0 0.0 0.415
C 21.703229 -13.414031 -2.563566 -0.2 -0.4 -0.3 -1.031
C 22.984801 -14.236819 -2.543856 0.1 0.7 -0.2 -0.421
N 23.932467 -13.862296 -1.507713 -0.1 0.0 0.2 0.353
C 24.882460 -14.933887 -1.248746 -0.1 -0.3 0.2 -0.520
C 24.284743 -16.070685 -0.436529 0.0 -0.7 0.1 -0.896
C 24.613482 -12.588229 -1.789900 -0.1 -0.7 0.3 -0.418
C 24.891532 -11.830513 -0.501364 -0.1 0.0 0.2 -1.275
H 21.791286 -12.394456 -2.940245 0.3 0.0 0.0 0.307
H 21.219223 -13.372821 -1.588814 0.0 -0.1 0.0 0.352
H 21.067780 -13.958516 -3.270046 -0.3 0.3 0.1 0.102
H 22.689421 -15.276709 -2.421957 0.2 -0.1 0.1 0.127
H 23.452151 -14.137250 -3.543794 0.0 -0.2 0.0 0.198
H 25.276329 -15.360594 -2.188502 0.1 0.2 0.0 0.289
H 25.718097 -14.538192 -0.670484 0.1 0.1 -0.2 0.424
H 23.281114 -16.340188 -0.763451 -0.1 0.2 0.1 0.021
H 24.855481 -16.998616 -0.555502 0.2 0.2 0.0 0.339
H 24.261472 -15.865643 0.633992 -0.2 0.2 0.0 0.310
H 23.994209 -12.030098 -2.490052 0.1 0.2 0.1 0.335
H 25.579902 -12.825621 -2.257612 -0.1 0.3 -0.4 0.343
H 24.035230 -11.855255 0.173758 -0.1 0.0 -0.2 0.325
H 25.134535 -10.781709 -0.673944 0.3 -0.1 -0.1 0.408
H 25.707094 -12.328177 0.026374 0.1 0.2 0.1 0.284
C 16.028313 -17.421226 -2.059716 -0.9 -0.2 -0.1 -1.270
C 16.579192 -18.057876 -3.337353 -0.1 0.8 0.7 0.465
N 17.024400 -16.990230 -4.236386 -0.1 0.1 -0.3 1.139
C 18.433699 -17.059313 -4.579834 -0.1 -0.7 0.3 0.295
C 19.304666 -16.789007 -3.363166 0.4 1.0 0.0 -1.227
C 16.099624 -16.857165 -5.344889 -1.0 -0.5 -0.6 -0.512
C 16.464278 -15.907815 -6.446812 0.9 1.4 -0.8 -0.911
H 15.075533 -16.935308 -2.309102 0.1 0.1 0.0 0.287
H 16.657851 -16.641091 -1.642568 0.3 -0.2 0.1 0.488
H 15.764287 -18.176017 -1.310317 0.3 0.1 0.1 0.298
H 17.386327 -18.753089 -3.088513 0.1 0.1 -0.2 0.480
H 15.765753 -18.621510 -3.802364 0.2 -0.2 -0.1 -1.261
H 18.664923 -16.288524 -5.312076 0.0 0.0 -0.1 -0.553
H 18.680136 -18.043382 -5.026511 0.1 0.1 -0.1 0.370
H 19.061626 -15.781773 -3.005237 0.0 -0.1 0.0 0.308
H 20.355548 -16.748696 -3.667550 0.0 -0.2 0.1 0.382
H 19.221511 -17.425896 -2.485573 -0.2 -0.4 -0.3 0.126
H 15.848090 -17.844531 -5.782764 0.3 0.0 -0.1 0.042
H 15.120265 -16.494672 -5.000762 0.2 -0.1 0.5 0.296
H 16.586684 -14.882371 -6.072968 0.1 -0.1 0.2 0.215
H 17.390192 -16.110494 -6.994922 0.0 -0.3 0.3 0.505
H 15.735269 -15.787105 -7.251847 -0.4 -0.5 0.3 -0.084
C 13.873409 -18.778981 1.295034 0.9 0.4 0.1 -0.617
N 13.113350 -19.902005 1.781442 -0.4 0.1 -0.1 0.172
C 12.446033 -20.725838 0.806059 -0.2 -0.4 -0.4 -0.911
C 12.856774 -19.994058 3.103744 -0.2 -0.1 -0.1 0.120
O 13.275116 -19.227038 3.946251 0.1 0.0 0.1 -0.552
H 13.627187 -18.525506 0.266017 -0.2 -0.2 0.0 0.232
H 14.947922 -18.989443 1.342380 0.0 0.0 -0.1 0.261
H 13.731366 -17.901822 1.923215 -0.2 -0.1 0.0 0.019
H 13.163230 -21.199782 0.130278 0.0 0.0 0.0 0.309
H 11.863193 -21.522064 1.269426 0.1 0.1 0.2 0.377
H 11.743324 -20.152432 0.191820 0.1 0.1 0.1 0.288
H 12.200371 -20.850272 3.341724 0.1 0.0 0.1 0.270
C 12.844428 -15.155169 1.889389 0.3 1.3 0.2 -0.930
N 14.276716 -15.350286 1.833174 -0.2 -0.4 0.0 0.153
C 14.938569 -15.661374 3.069749 0.4 0.6 0.6 -1.064
C 14.994157 -15.197994 0.692190 -0.9 -0.4 0.4 0.559
O 16.190727 -15.353601 0.611808 0.2 0.2 -0.3 -0.682
H 12.345937 -15.938117 2.457337 0.0 -0.4 -0.4 0.348
H 12.471976 -14.979912 0.881172 -0.2 -0.5 0.0 0.191
H 12.622901 -14.222481 2.433949 0.0 -0.1 0.0 0.353
H 15.917696 -16.082624 2.864121 0.0 -0.2 0.0 0.284
H 15.108331 -14.739781 3.644043 0.0 -0.1 0.0 0.337
H 14.342837 -16.321221 3.699301 0.0 -0.2 -0.2 0.404
H 14.294447 -14.978537 -0.140678 0.5 0.1 -0.2 0.055
```
Positions in Å, forces in eV/Å.